1.
Here is the molecule C2H5NSi at a distorted geometry from the OMol25 dataset. Energies are from ωB97M-V/def2-TZVPD.

## Properties
HOMO level: -8.9 eV
Lowest unoccupied orbital energy: 0.74 eV
SMILES: C#CN[SiH3]

Geometry as ORCA input:
```
! RIJCOSX wB97M-V def2-TZVPD def2/J DEFGRID3
* xyz 0 1
C 0.0853 -2.7029 1.0199
C -0.0377 -1.5187 0.8084
N -0.1826 -0.1602 0.6797
Si 0.0184 0.9684 -0.6824
H 0.0782 -3.7383 0.9186
H -0.4885 0.2051 1.6863
H -1.1200 1.9968 -1.0226
H 0.2312 0.1598 -1.8748
H 1.2128 1.9025 -0.6443
*
```

=====

2.
Here is the molecule C2H5NSi at a distorted geometry from the OMol25 dataset. Energies are from ωB97M-V/def2-TZVPD.

## Properties
HOMO level: -11.1 eV
Lowest unoccupied orbital energy: 0.77 eV
SMILES: N#CC[SiH3]

Geometry as ORCA input:
```
! RIJCOSX wB97M-V def2-TZVPD def2/J DEFGRID3
* xyz 0 1
N -2.6751 -0.3557 -0.1349
C -1.6565 0.1644 0.0267
C -0.2502 0.8665 0.0401
Si 1.0752 -0.5701 -0.0340
H -0.0743 1.3793 0.8809
H -0.1419 1.4088 -0.7821
H 2.2464 0.0918 0.1193
H 0.7902 -1.4165 -1.1147
H 0.6862 -1.5686 0.9987
*
```

=====

3.
Here is C2H5NSi as an isolated structure at a distorted geometry from the OMol25 dataset. Energies are from ωB97M-V/def2-TZVPD.

## Properties
HOMO level (alpha / beta): -6.6 / -9.9 eV
Lowest unoccupied orbital energy (alpha / beta): 0.26 / -2.71 eV

Geometry as ORCA input:
```
! RIJCOSX wB97M-V def2-TZVPD def2/J DEFGRID3
* xyz 0 3
C -2.5847 0.2055 -0.4129
C -1.4339 0.3910 -0.0083
N -0.0856 0.2123 0.3205
Si 1.2081 0.8454 -0.5473
H -3.4834 0.1393 -0.9240
H 1.2475 -1.7861 1.1608
H 0.9947 -2.3995 1.6091
H 2.1135 1.4868 0.5981
H 2.0239 0.9052 -1.7959
*
```

=====

4.
Here is a 2-piece molecular cluster, C2H5O overall at a distorted geometry from the OMol25 dataset. Energies are from ωB97M-V/def2-TZVPD.

## Properties
HOMO level: -1.9 eV
Lowest unoccupied orbital energy: 5.12 eV

Geometry as ORCA input:
```
! RIJCOSX wB97M-V def2-TZVPD def2/J DEFGRID3
* xyz -1 1
C -0.1331 0.5991 0.5958
O -1.3740 0.5639 0.7882
C 0.6807 1.7112 0.3920
H -1.0349 -3.3919 -1.4210
H 0.2449 2.6729 0.6664
H -0.6959 -3.5261 -2.0528
H 0.5532 -0.2755 0.7168
H 1.7592 1.6464 0.3145
*
```

=====

5.
Here is a 2-piece molecular cluster, C2H5O2 overall at a distorted geometry from the OMol25 dataset. Energies are from ωB97M-V/def2-TZVPD.

## Properties
HOMO level: -2.0 eV
Lowest unoccupied orbital energy: 3.49 eV

Geometry as ORCA input:
```
! RIJCOSX wB97M-V def2-TZVPD def2/J DEFGRID3
* xyz -1 1
O 2.7663 2.3742 -0.8950
H 2.6911 1.7009 -1.5837
C -0.2918 -1.5740 -0.3129
C -1.3097 -1.2056 0.4500
O -1.5434 0.0630 0.9081
H -0.2128 -2.6104 -0.6198
H 0.6344 -1.0456 -0.3426
H -2.1307 -1.8829 0.6551
H -0.6714 0.4733 1.0054
*
```

=====

6.
Here is the molecule C2H5O2P at a distorted geometry from the OMol25 dataset. Energies are from ωB97M-V/def2-TZVPD.

## Properties
HOMO level (alpha / beta): -7.8 / -7.8 eV
Lowest unoccupied orbital energy (alpha / beta): -1.27 / -1.24 eV

Geometry as ORCA input:
```
! RIJCOSX wB97M-V def2-TZVPD def2/J DEFGRID3
* xyz 0 1
C 1.2661 -1.4201 -0.4913
C -1.2310 1.3171 -0.0989
O -0.0322 -0.4415 1.6434
O 1.0212 -0.1959 -0.5850
P 0.3364 0.6934 0.7901
H 0.6009 -2.1308 0.0474
H 2.2900 -1.8677 -0.7541
H -1.3561 2.4052 0.0121
H -1.8943 0.6767 0.5806
H -1.0010 0.9637 -1.1441
*
```

=====

7.
Here is a 2-piece molecular cluster, C2H5O2S overall at a distorted geometry from the OMol25 dataset. Energies are from ωB97M-V/def2-TZVPD.

## Properties
HOMO level: -4.3 eV
Lowest unoccupied orbital energy: 3.68 eV

Geometry as ORCA input:
```
! RIJCOSX wB97M-V def2-TZVPD def2/J DEFGRID3
* xyz -1 1
C 2.0166 0.3872 0.4875
S 0.6484 1.6101 0.6896
H 1.5581 -0.6015 0.4472
H 2.3797 0.5305 -0.5276
H 2.7624 0.4678 1.2648
O -2.6186 -0.1303 -1.6097
C -2.3026 -0.7423 -0.5799
O -1.2702 -0.6683 0.1259
H -3.0036 -1.5815 -0.2871
H -0.1702 0.7282 -0.0106
*
```

=====

8.
Here is a 2-piece molecular cluster, C2H5O3 overall at a distorted geometry from the OMol25 dataset. Energies are from ωB97M-V/def2-TZVPD.

## Properties
HOMO level: -3.8 eV
Lowest unoccupied orbital energy: 4.36 eV

Geometry as ORCA input:
```
! RIJCOSX wB97M-V def2-TZVPD def2/J DEFGRID3
* xyz -1 1
O -1.2303 -1.5022 1.4860
H -1.0561 -0.6372 1.0506
H -2.2114 -1.5717 1.5162
O -0.4079 0.1906 -2.0310
O -1.1121 0.8614 -0.0519
C -0.1759 0.5769 -0.8265
C 1.2760 0.5271 -0.3772
H 1.6530 -0.5095 -0.3700
H 1.3472 0.9344 0.6454
H 1.9175 1.1301 -1.0416
*
```

=====

9.
Here is a 2-piece molecular cluster, C2H5O3 overall from the OMol25 dataset. Energies are from ωB97M-V/def2-TZVPD.

## Properties
HOMO level: -4.2 eV
Lowest unoccupied orbital energy: 4.39 eV

Geometry as ORCA input:
```
! RIJCOSX wB97M-V def2-TZVPD def2/J DEFGRID3
* xyz -1 1
O 0.6470 0.1767 1.2416
C 0.9318 0.4921 0.0577
O 2.0140 0.3558 -0.5413
C -0.2270 1.1124 -0.7658
H -0.4197 0.5030 -1.6481
H -1.1398 1.1580 -0.1741
H 0.0606 2.0786 -1.1664
H -0.6363 -1.3103 1.4520
H -0.5022 -2.3089 0.3063
O -0.7283 -2.2575 1.2381
*
```

=====

10.
Here is a 2-piece molecular cluster, C2H5O3P overall at a distorted geometry from the OMol25 dataset. Energies are from ωB97M-V/def2-TZVPD.

## Properties
HOMO level (alpha / beta): -9.9 / -9.4 eV
Lowest unoccupied orbital energy (alpha / beta): -0.43 / -2.46 eV

Geometry as ORCA input:
```
! RIJCOSX wB97M-V def2-TZVPD def2/J DEFGRID3
* xyz 0 1
C -0.8629 1.6715 -0.7737
C 0.3028 -2.1773 1.5406
O 2.0376 0.2205 -1.5130
O 0.3621 1.5560 -0.0398
O -0.6784 0.7347 -1.7500
P 0.6971 0.1271 -0.9314
H -1.6849 1.6077 -0.1112
H -1.0212 2.6773 -1.2824
H -0.6745 -1.6235 1.8058
H 0.2835 -3.2482 1.3558
H 1.2387 -1.5458 1.6993
*
```

=====

Energy above the lowest of the compared OMol25 structures with the same formula, charge and spin (computed, kJ/mol): 161.1, 82.5, 202.9, 62.3, 276.6, 203.8, 57.6, 37.0, 26.1, 385.0